No. 1
34
Properties=species:S:1:pos:R:3 method="wB97M-V/def2-TZVPD" homo_lumo_gap_ev=8.39 de_lowest_ev=0.438 multiplicity=1 total_charge=0 smiles=Cc1ccccc1-c1nc(C#N)c(NCc2ccco2)o1 e_lumo_ev=0.53 homo_energy_ev=-7.860
O -0.42701 0.28318 -1.00548
O -0.08248 1.45750 2.84585
N -1.85596 1.49444 0.37158
N -0.22862 -1.66717 0.03204
N -2.04947 -1.55518 3.01532
C -1.04838 2.34484 2.52311
C -0.70580 3.58828 2.96869
C 0.10293 -0.98483 -1.01702
C 1.27423 -0.72466 -3.22769
C 0.87163 2.12923 3.50764
C -1.13735 0.36454 0.13408
C 0.93190 -1.47772 -2.09458
C -1.57883 -1.24220 2.01569
C 2.07752 -1.31990 -4.19182
C 1.39999 -2.78963 -1.96417
C 2.53721 -2.61713 -4.05762
C -2.21972 1.85192 1.73495
C 0.54526 3.44462 3.61746
C -1.02100 -0.84882 0.79508
C 2.19574 -3.35636 -2.93588
C 0.80616 0.68328 -3.42792
H 1.11531 4.21473 4.09435
H 1.11764 -3.34067 -1.08150
H -1.58813 2.27166 -0.21844
H 1.18085 1.07739 -4.36967
H -2.64112 0.96214 2.20971
H 2.54925 -4.36986 -2.82262
H -0.28187 0.72941 -3.43955
H 3.15988 -3.04963 -4.82662
H -2.98180 2.63075 1.68512
H 1.15648 1.32360 -2.61943
H 2.34786 -0.74963 -5.06937
H -1.27572 4.48824 2.85949
H 1.72016 1.56824 3.84473


No. 2
48
Properties=species:S:1:pos:R:3 method="wB97M-V/def2-TZVPD" homo_lumo_gap_ev="6.20 / 4.66" de_lowest_ev=0.000 multiplicity=4 s_squared=4.0552 total_charge=-2 e_lumo_ev="3.82 / 2.37" homo_energy_ev="-2.376 / -2.283"
Tc 1.59297 -0.66863 1.99595
As 4.64759 0.30282 0.29087
S 0.88442 1.18260 3.40494
S 1.87380 -2.20696 -0.12597
S 1.94718 -0.64415 -2.51967
S 6.41116 0.76382 1.30839
S 0.72827 0.56053 5.54852
S 2.76705 1.21577 1.01331
S 5.04482 1.60267 -1.71901
S 6.64329 2.67090 -1.38389
O 0.17401 -1.93817 2.70531
O -0.61636 0.01661 5.73121
O 1.79504 -0.38517 5.78187
O 3.54725 -2.22127 3.58863
O 0.89474 1.87212 6.12032
N 0.29157 -0.00793 -0.56530
N -0.07255 -0.11045 0.71648
N 2.81838 -1.47676 3.07548
C -1.48591 0.68160 -6.51791
C -0.55242 -0.34333 -4.65540
C -0.98936 -1.51172 3.10132
C -2.29857 0.09225 -0.09961
C -1.65653 -2.05590 4.25651
C -1.76683 -0.57595 2.31679
C -2.95121 -1.70273 4.69719
C 1.12529 -0.84388 -1.02057
C -3.68309 -0.79947 3.92752
C 0.28436 0.75119 -4.41782
C -0.81208 1.83960 -6.24274
C -3.07628 -0.22684 2.76454
C 1.29795 0.79318 -3.27940
C 0.17341 1.88872 -5.24745
C -1.28143 -0.48400 -5.81903
C -1.29560 -0.19443 1.00156
H -2.10868 -0.39339 -1.02365
H -1.85778 -1.48259 -6.08231
H -2.11916 1.17560 -0.39272
H -2.46678 0.82118 -7.06070
H 1.01157 1.49493 -2.63088
H -3.67801 0.34642 2.13679
H -0.56115 -1.13121 -3.92898
H 2.11990 1.26856 -3.77384
H -3.24683 -1.97767 5.72302
H -1.05812 2.70584 -6.79841
H -3.34133 -0.12728 0.17300
H 0.76940 2.77544 -5.04862
H -4.75437 -0.54829 4.13715
H -1.11298 -2.76416 4.83720


No. 3
34
Properties=species:S:1:pos:R:3 method="wB97M-V/def2-TZVPD" homo_lumo_gap_ev=8.06 multiplicity=1 total_charge=+1 e_lumo_ev=-3.75 homo_energy_ev=-11.809
Au 1.44767 -1.36459 -1.56758
S -3.29065 2.78452 -0.46203
N -2.06515 4.18129 3.68880
N -0.06859 -0.08461 -1.34435
C 3.99587 -2.92432 -1.13793
C 1.86957 -3.79089 -1.93521
C -1.42405 3.78528 1.41093
C 4.06792 -3.90572 -0.12760
C -1.18513 4.24700 2.72733
C -2.04912 0.38621 -0.18315
C -3.65308 3.17153 2.25181
C 0.01413 1.12998 -1.83278
C 2.93821 -2.80168 -2.05857
C -2.06241 1.66855 -0.84688
C -1.11828 1.95255 -1.78331
C -3.22649 3.53447 3.50688
C 2.89690 -4.61793 0.11893
C 1.83935 -4.62431 -0.80509
C -1.06987 -0.47942 -0.46962
C -2.69613 3.21446 1.21018
H -0.95813 -1.50142 -0.06396
H 0.98954 -5.29758 -0.73104
H 4.93497 -2.33445 -1.25701
H 0.93087 1.37183 -2.44642
H 1.18841 -4.02244 -2.76282
H -0.56852 3.75502 0.77720
H -4.69798 2.83869 1.96888
H -2.77943 0.24679 0.57995
H -0.16787 4.55269 2.99809
H -3.86308 3.52067 4.33646
H -1.10864 2.96713 -2.29462
H 3.17707 -2.37129 -3.00009
H 2.73484 -5.07920 1.10769
H 5.02725 -4.10881 0.42694


No. 4
35
Properties=species:S:1:pos:R:3 method="wB97M-V/def2-TZVPD" homo_lumo_gap_ev="5.24 / 4.98" multiplicity=5 s_squared=6.1317 total_charge=-1 e_lumo_ev="2.38 / 2.40" homo_energy_ev="-2.866 / -2.582"
Br -1.38459 2.11227 -0.11006
Mn -1.53394 0.14535 -1.25535
O 0.95352 1.68840 1.57356
O 1.51902 1.72520 -0.68202
C 2.67806 1.59313 0.07395
C -2.15296 -0.45516 -3.26716
C 3.21957 1.87732 2.44503
C -0.75502 -0.13842 -2.95615
C -1.56350 -2.18893 1.71802
C 4.86746 2.24560 0.67005
C -1.17411 -2.39181 -2.45563
C 2.32905 1.54584 1.44893
C -2.78017 -2.65953 1.08674
C -0.17040 -1.38712 -2.50883
C -2.40734 -1.81355 -2.92308
C -3.17903 -0.49053 1.89204
C -1.82091 -0.87376 2.24577
C 3.91836 2.02148 -0.34274
C 4.52793 2.17228 2.02897
C -3.78454 -1.60936 1.21358
B 0.50794 1.78720 0.26584
H 5.30248 2.33567 2.77903
H -4.76411 -1.64503 0.72936
H -0.34131 0.81103 -2.74685
H -2.97964 0.21533 -3.48033
H -1.13733 -3.35179 -1.93457
H 5.90049 2.46958 0.40001
H 0.79984 -1.55542 -2.06839
H 4.08248 2.22376 -1.40092
H -3.59784 0.48788 2.00754
H -0.60423 -2.69646 1.63665
H -1.11453 -0.24404 2.75436
H -2.87193 -3.57173 0.45881
H -3.35909 -2.32602 -2.77251
H 2.87031 1.94133 3.47633


No. 5
35
Properties=species:S:1:pos:R:3 method="wB97M-V/def2-TZVPD" homo_lumo_gap_ev="8.26 / 6.11" de_lowest_ev=1.769 multiplicity=5 s_squared=6.0482 total_charge=0 e_lumo_ev="0.21 / -1.87" homo_energy_ev="-8.048 / -7.981"
Ru 0.93332 1.01137 0.57968
Br 0.66781 0.06149 2.70525
O 1.92553 -1.28681 -0.55129
O -0.19838 -2.02000 0.05005
C 2.84269 -3.37510 -1.25719
C 2.16282 2.37601 -0.19640
C 1.32739 -5.24556 -0.84069
C -2.87425 0.50930 1.16015
C -3.46714 2.56151 0.22316
C -3.36633 1.32280 2.22459
C 0.16558 2.98868 -1.20425
C 0.24929 -4.42447 -0.48037
C -3.67258 2.63138 1.66077
C 2.59445 -4.74176 -1.21403
C 0.25810 3.67764 0.01806
C 1.38275 3.20081 0.72643
C 0.48379 -3.04773 -0.54106
C 1.28020 2.13478 -1.34842
C -2.95383 1.24978 -0.06781
C 1.76298 -2.56634 -0.93131
B 0.66669 -0.86836 0.03843
H 1.16128 -6.32358 -0.83309
H -0.38085 4.46963 0.32945
H -3.93942 3.50912 2.20521
H -2.39985 0.96512 -0.96358
H -0.72934 -4.78478 -0.15402
H 3.79138 -2.88048 -1.45896
H -0.61143 3.14513 -1.92533
H -3.27073 3.41166 -0.43932
H 1.53789 1.62178 -2.27912
H -2.38159 -0.45791 1.25653
H 3.41949 -5.40498 -1.49723
H 1.63656 3.48788 1.73917
H -3.17822 1.11054 3.27047
H 3.17397 1.98147 -0.00392


No. 6
35
Properties=species:S:1:pos:R:3 method="wB97M-V/def2-TZVPD" homo_lumo_gap_ev="7.08 / 5.27" de_lowest_ev=0.151 multiplicity=5 s_squared=6.0410 total_charge=0 e_lumo_ev="0.27 / -2.52" homo_energy_ev="-6.812 / -7.783"
Pt 0.26079 -0.43050 -1.24078
Cl 0.18962 1.76254 0.63003
O 2.49039 0.08784 0.52890
O 0.61690 -0.72090 1.75600
C -2.88592 0.72477 1.07048
C 0.56168 1.88783 -2.46029
C -4.36685 1.34817 -0.57047
C 1.94280 -2.13030 3.28442
C 1.76274 -1.25864 2.21863
C -0.47032 -0.11690 -3.25357
C 0.89371 0.51955 -2.90121
C 4.17147 -1.22586 1.71015
C 2.87642 -0.79404 1.45998
C 3.25661 -2.52538 3.55777
C -3.79563 0.10270 -0.95243
C -1.41016 0.95914 -3.23847
C 4.34349 -2.08310 2.79110
C -2.83569 -0.26491 0.04012
C -0.79461 2.13160 -2.76750
C -3.81725 1.72368 0.69282
B 1.01100 0.09198 0.59354
H -4.08521 2.59926 1.26154
H -2.40705 0.86296 -3.63515
H -2.18740 -1.14631 0.07784
H -4.07432 -0.46906 -1.83347
H -5.14745 1.86870 -1.12412
H -0.57579 -1.06501 -3.75857
H -1.26889 3.10259 -2.74121
H 1.31598 2.58373 -2.11623
H -2.23523 0.69906 1.93891
H 4.97823 -0.89981 1.05884
H 1.81771 0.16444 -3.35526
H 5.35601 -2.42113 3.03113
H 1.08353 -2.47064 3.85191
H 3.42869 -3.19806 4.39463


No. 7
44
Properties=species:S:1:pos:R:3 method="wB97M-V/def2-TZVPD" homo_lumo_gap_ev="5.84 / 6.88" multiplicity=3 s_squared=2.1012 total_charge=+2 e_lumo_ev="-9.47 / -8.47" homo_energy_ev="-15.313 / -15.346"
W 0.18919 -0.14430 -0.45568
S -1.84259 0.92908 -0.34462
F -2.66501 2.93889 4.35422
F -3.83771 5.58054 0.57595
F -3.58958 5.30540 3.29384
F -2.06580 0.85879 2.71956
F -3.10573 3.56085 -1.07739
N 0.87206 -0.80991 1.33454
N 0.52224 -3.06829 -0.66651
N 1.58478 -2.01731 1.37139
N 2.63436 -1.79231 -0.85282
N -0.36070 -2.01714 -0.94960
N 2.07427 -0.55939 -1.22263
C -1.19985 -3.90993 -1.80004
C 3.84869 -1.88785 -1.40309
C -2.34854 2.07177 2.16737
C -1.43029 -2.55536 -1.62342
C 2.99489 0.09214 -2.00373
C 2.01192 -2.22444 2.62303
C 1.57120 -1.17720 3.43598
C -0.81997 2.50868 -3.04002
C -3.30419 4.45428 1.09424
C -3.20081 4.30461 2.47798
C -2.34470 2.23936 0.77559
C 4.11000 -0.73322 -2.12572
C -2.72763 3.10585 3.01520
C 0.02528 -4.19376 -1.19665
C 0.85688 -0.31105 2.60995
C -2.89073 3.42643 0.25793
B 1.86007 -2.80147 0.06238
H 2.60681 -3.09409 2.85994
H -2.25467 -1.91648 -1.91059
H -0.31135 2.40913 -2.05782
H 0.57823 -5.11670 -1.11713
H 2.47374 -3.81305 0.26727
H -1.47882 1.66206 -3.19388
H 1.76134 -1.05917 4.48453
H 2.76076 1.08153 -2.38535
H 0.34928 0.60730 2.82374
H -0.09687 2.56187 -3.85121
H -1.41952 3.41823 -3.10315
H 4.43674 -2.78098 -1.24023
H -1.83763 -4.61446 -2.31014
H 5.00992 -0.51896 -2.67318


No. 8
35
Properties=species:S:1:pos:R:3 method="wB97M-V/def2-TZVPD" homo_lumo_gap_ev=9.41 de_lowest_ev=0.000 multiplicity=1 total_charge=0 smiles="O=C(COC(=O)c1ccccc1Br)NCc1ccccc1" e_lumo_ev=0.16 homo_energy_ev=-9.247
Br 0.80776 -0.35403 -1.12995
O -1.00012 -0.33429 3.84131
O -1.27613 -1.50620 0.48960
O -3.42117 -1.43919 -0.17468
N -0.79079 0.77145 1.87822
C -0.46452 -1.20355 -2.26507
C -2.24093 -2.33551 -4.07158
C 2.96878 2.96737 0.42241
C 2.21545 0.98865 2.20219
C -0.09392 1.92954 2.40406
C -1.65612 -1.49269 1.85912
C -1.09513 -0.29452 2.63420
C -2.60762 -2.15443 -2.75354
C -1.72638 -1.59850 -1.82418
C -0.97688 -1.95015 -4.48969
C -0.09570 -1.37776 -3.59086
C 3.48858 0.98550 1.66426
C 1.69204 2.96747 0.95732
C 1.30738 1.98120 1.85350
C -2.24494 -1.49128 -0.43203
C 3.86733 1.97538 0.77260
H 0.88414 -1.06023 -3.91303
H -2.93663 -2.77270 -4.77047
H -1.27779 -2.40631 2.32554
H 1.91485 0.21881 2.89781
H 4.86153 1.97262 0.35111
H -0.08593 1.81843 3.49167
H 0.99104 3.74152 0.67848
H -0.67547 -2.08605 -5.51695
H 3.25989 3.74084 -0.27295
H -0.64916 2.83353 2.13634
H -2.75057 -1.47881 1.93387
H -3.58765 -2.44069 -2.40293
H -0.79262 0.67478 0.87431
H 4.18739 0.20985 1.93996


How do the records compare in F_max? In the order shown, they have 1.66; 4.21; 2.80; 4.26; 3.70; 3.18; 1.81; 0.75 eV/Å.